{"formula": "C50H54O", "method": "wB97M-V/def2-TZVPD", "symbols": ["C", "C", "C", "C", "C", "C", "H", "H", "H", "H", "H", "H", "C", "C", "C", "C", "C", "C", "H", "H", "H", "H", "H", "H", "C", "C", "C", "C", "C", "C", "H", "H", "H", "H", "H", "H", "C", "C", "C", "C", "C", "C", "H", "H", "H", "H", "H", "H", "C", "C", "C", "C", "C", "C", "H", "H", "H", "H", "H", "H", "C", "C", "C", "C", "C", "C", "H", "H", "H", "H", "H", "H", "C", "C", "C", "C", "C", "C", "H", "H", "H", "H", "H", "H", "C", "C", "C", "C", "C", "C", "H", "H", "H", "H", "H", "H", "C", "C", "O", "H", "H", "H", "H", "H", "H"], "coordinates": [[-0.880853, -6.161948, 0.133660], [-2.131293, -6.503198, -0.433450], [-2.588333, -5.678728, -1.495480], [-1.727123, -4.702158, -2.045720], [-0.445373, -4.555618, -1.524800], [-0.074743, -5.226098, -0.410490], [-0.475473, -6.703538, 0.975530], [-2.747343, -7.326028, -0.102030], [-3.521913, -5.954708, -1.963100], [-2.120503, -4.193528, -2.913450], [0.235867, -3.788638, -1.862540], [0.896297, -4.912368, -0.056850], [2.392667, 4.367892, -0.519370], [2.796407, 4.718282, -1.817460], [4.082037, 4.851742, -2.126910], [5.020727, 4.665832, -1.136840], [4.623957, 4.166262, 0.113970], [3.289637, 4.044702, 0.474290], [1.351477, 4.142132, -0.342290], [2.059237, 4.807722, -2.601660], [4.522487, 5.134842, -3.071500], [6.053947, 4.928372, -1.309830], [5.313357, 3.863822, 0.888330], [3.040387, 3.669972, 1.456050], [-3.159763, -0.661478, 4.564530], [-3.855633, 0.512182, 4.836810], [-4.542523, 1.159872, 3.862740], [-4.384473, 0.813382, 2.518450], [-3.618483, -0.315258, 2.292020], [-2.981073, -1.046608, 3.248310], [-2.799293, -1.277008, 5.375440], [-3.893093, 0.878162, 5.852220], [-5.067483, 2.049042, 4.179280], [-4.856673, 1.261972, 1.656930], [-3.518353, -0.708458, 1.291140], [-2.478633, -1.969668, 2.999510], [-1.200953, 2.675642, 4.057610], [-1.473933, 2.956352, 5.411230], [-2.096153, 4.163442, 5.819080], [-2.420583, 5.074972, 4.820050], [-2.178633, 4.793542, 3.488660], [-1.630163, 3.545412, 3.159830], [-0.730113, 1.753192, 3.751350], [-1.141573, 2.176412, 6.080290], [-2.190463, 4.437802, 6.859390], [-2.792773, 6.068192, 5.023460], [-2.423543, 5.585122, 2.795970], [-1.534683, 3.298882, 2.112700], [-5.542813, 0.819092, -3.468760], [-4.263213, 1.249162, -3.710270], [-3.216073, 0.655202, -3.037690], [-3.390803, -0.357638, -2.125900], [-4.674433, -0.797618, -1.942490], [-5.764523, -0.304138, -2.641950], [-6.302643, 1.288612, -4.075890], [-4.060123, 2.098772, -4.345340], [-2.203153, 1.012702, -3.149860], [-2.612833, -0.933318, -1.646580], [-4.917513, -1.587028, -1.246680], [-6.745313, -0.715228, -2.453640], [2.112777, 0.903112, 0.181560], [2.354687, -0.400738, -0.165620], [1.215937, -1.237608, -0.141760], [-0.043043, -0.828768, 0.328960], [-0.170433, 0.471082, 0.781660], [0.871407, 1.365242, 0.694730], [2.996427, 1.522512, 0.225410], [3.336047, -0.706758, -0.496830], [1.320077, -2.281768, -0.397240], [-0.881173, -1.509898, 0.329980], [-1.181253, 0.753592, 1.036300], [0.753587, 2.412942, 0.928880], [0.897227, 2.041912, -3.149770], [0.040647, 2.808162, -2.459290], [-0.734663, 3.742182, -3.140900], [-0.709833, 3.817882, -4.498760], [0.204077, 3.038692, -5.207510], [0.960757, 2.095872, -4.508540], [1.541967, 1.349492, -2.628940], [0.039517, 2.728812, -1.382210], [-1.436463, 4.337962, -2.576170], [-1.409103, 4.480122, -4.987490], [0.226797, 3.131302, -6.283290], [1.609687, 1.390642, -5.006470], [6.872727, -3.561318, -3.431630], [6.206797, -4.674838, -2.890730], [5.512697, -4.523488, -1.760230], [5.493687, -3.277238, -1.080010], [6.139037, -2.166448, -1.582070], [6.871787, -2.311248, -2.737640], [7.500047, -3.688598, -4.301490], [6.361887, -5.617498, -3.394440], [5.034877, -5.363928, -1.278830], [4.931547, -3.178268, -0.163170], [6.148667, -1.192848, -1.114710], [7.570527, -1.530598, -2.999860], [-0.447773, -3.990548, 3.200050], [0.780627, -3.225218, 2.862270], [1.870367, -3.577658, 3.638280], [-0.730043, -3.543458, 4.153220], [-0.341853, -5.072108, 3.284340], [-1.222073, -3.673758, 2.501340], [0.621617, -2.146878, 2.860950], [0.957397, -3.307048, 1.789820], [1.648697, -3.111718, 4.447820]], "forces_ev_per_a": [[-1.17, -2.11, 0.81], [0.62, 1.87, -0.73], [1.41, -0.95, 0.54], [-0.88, -1.18, 0.17], [-1.22, 1.67, -1.18], [1.16, 0.78, -0.09], [-0.28, -0.25, 0.21], [0.12, 0.02, 0.28], [-0.17, 0.38, -0.08], [0.38, 0.40, -0.05], [-0.08, 0.03, -0.55], [0.12, -0.62, 0.67], [-0.87, -0.62, -0.34], [-2.82, -0.53, 0.46], [2.99, 0.73, -0.22], [0.31, -0.67, 1.65], [0.55, 0.38, 0.31], [0.70, 0.33, -1.14], [-0.23, 0.46, -0.06], [-0.29, 0.11, 0.09], [-0.68, 0.11, -0.42], [0.17, -0.36, -0.08], [0.60, 0.28, -0.17], [-0.32, 0.05, -0.03], [0.33, 0.09, 0.18], [0.33, -1.26, 1.03], [-0.06, 1.80, -1.12], [0.01, -0.94, 0.73], [0.07, -0.01, -1.97], [-0.34, -0.48, 1.36], [0.32, 0.09, 0.10], [-0.19, -0.05, 0.12], [-0.30, 0.13, -0.29], [-0.19, 0.38, 0.28], [-0.07, 0.26, -0.43], [0.11, 0.05, -0.03], [-0.18, -1.09, 2.79], [0.12, 0.33, 0.05], [1.06, -1.21, -0.77], [0.25, 0.35, -0.23], [-0.13, -0.49, 0.76], [-0.77, 2.47, -3.17], [-0.01, -0.13, 0.14], [-0.14, 0.26, 0.62], [-0.20, -0.24, 0.08], [-0.18, -0.01, 0.44], [0.03, -0.36, -0.49], [0.17, 0.07, -0.28], [-0.68, -1.10, -0.55], [0.45, 0.32, 0.59], [1.64, 0.34, 0.28], [-0.50, -0.51, -0.28], [-1.57, -1.02, 0.36], [0.51, 1.59, -0.15], [-0.51, -0.11, 0.28], [-0.08, -0.02, -0.17], [0.13, 0.20, -0.40], [0.43, 0.50, 0.08], [0.34, -0.28, 0.15], [-0.09, 0.09, -0.14], [0.28, 0.90, 1.32], [-2.19, -0.45, -0.14], [0.15, -0.64, 0.34], [1.82, -0.08, -0.45], [-1.10, 0.15, -0.52], [1.24, -0.57, -0.78], [-0.22, 0.54, -0.23], [-0.08, -0.25, 0.00], [0.09, -0.14, -0.27], [-0.02, -0.10, 0.04], [0.00, 0.46, 0.46], [-0.02, 0.00, 0.26], [1.13, -1.61, 0.26], [-0.78, 1.52, 0.95], [-0.69, -0.42, 1.51], [0.41, 0.16, -0.79], [-0.43, -0.49, 0.13], [0.11, 0.52, -1.63], [0.00, -0.17, 0.13], [-0.29, 0.09, 0.03], [-0.08, 0.16, 0.02], [0.17, 0.14, -0.26], [0.17, -0.20, -0.09], [0.12, 0.17, -0.31], [0.30, 1.16, 1.21], [1.64, 0.81, -2.39], [-0.97, 0.97, 2.83], [-0.73, -0.54, -0.26], [0.08, -0.29, -0.09], [0.59, -1.80, -1.22], [-0.01, 0.07, -0.11], [-0.36, -0.19, 0.06], [-0.14, -0.09, -0.02], [-0.07, -0.16, 0.14], [-0.15, -0.10, 0.42], [-0.22, 0.16, -0.54], [-0.77, 1.06, 0.69], [-0.26, 0.36, -2.48], [0.59, 0.14, 0.54], [-0.53, -0.60, 0.45], [0.09, 0.18, -0.20], [-0.19, -0.50, -0.13], [-0.39, 0.31, 0.67], [0.81, -0.76, -0.08], [0.68, -0.25, 0.56]], "lowdin_charge": [-0.103, -0.060, -0.081, -0.077, -0.111, -0.140, 0.099, 0.095, 0.092, 0.097, 0.094, 0.103, -0.089, -0.094, -0.115, -0.082, -0.091, -0.115, 0.078, 0.102, 0.110, 0.099, 0.097, 0.107, -0.079, -0.119, -0.098, -0.061, -0.128, -0.094, 0.100, 0.104, 0.105, 0.105, 0.090, 0.080, -0.116, -0.078, -0.074, -0.111, -0.077, -0.126, 0.104, 0.095, 0.095, 0.098, 0.100, 0.095, -0.090, -0.099, -0.091, -0.094, -0.122, -0.076, 0.097, 0.102, 0.090, 0.093, 0.098, 0.097, -0.093, -0.066, -0.080, -0.093, -0.102, -0.086, 0.085, 0.095, 0.074, 0.097, 0.090, 0.081, -0.121, -0.124, -0.102, -0.105, -0.072, -0.083, 0.104, 0.079, 0.106, 0.102, 0.098, 0.104, -0.066, -0.119, -0.107, -0.084, -0.119, -0.090, 0.092, 0.104, 0.102, 0.094, 0.099, 0.096, -0.083, -0.387, -0.038, 0.071, 0.083, 0.062, 0.109, 0.080, 0.088], "spin_multiplicity": 1, "energy_ev": -54770.459, "mol_weight_g_mol": 670.98}